1.
DFT (wB97M-V/def2-TZVPD) results for a cluster of 2 separate species, C6H13P in total at a distorted geometry.

Each line ends with the Mulliken charge.
Element x y z (Å)
C: -1.081 -1.593 1.315  -0.946
C: -0.483 -0.988 0.297  0.474
C: -0.591 -1.753 -0.999  -1.301
C: 0.418 1.246 -1.347  -1.730
C: -0.562 1.718 1.097  -1.528
C: 0.355 0.957 0.126  0.942
P: 1.912 0.130 0.934  -0.074
H: -1.009 -1.207 2.358  0.200
H: -1.627 -2.464 1.246  0.352
H: -0.792 -1.231 -1.850  0.346
H: -1.441 -2.504 -1.095  0.321
H: 0.368 -2.246 -1.358  0.248
H: -0.455 1.047 -1.863  0.376
H: 1.249 0.886 -1.800  0.507
H: 0.635 2.243 -1.447  0.496
H: -1.480 1.839 0.752  0.403
H: -0.083 2.605 1.244  0.535
H: -0.524 1.323 2.171  0.327
H: 3.048 0.898 0.308  0.040
H: 2.142 -0.906 -0.089  0.013

Output
Energy   -15716.8100 eV
HOMO energy   -8.93 eV
Energy relative to the best compared isomer or geometry (same formula, charge and spin)   403.43 kJ/mol
Net charge   0
HOMO-LUMO gap   9.785 eV

---

2.
DFT (wB97M-V/def2-TZVPD) results for a cluster of 2 separate species, C6H14 in total at a distorted geometry.

Each line ends with the Mulliken spin population.
Element x y z (Å)
C: 2.810 -0.253 -0.345  0.139
C: 1.402 0.483 -0.433  0.133
C: 0.262 0.077 0.374  0.122
C: -1.049 0.996 0.270  -0.041
C: -2.141 0.272 -0.431  0.023
C: -2.347 -0.945 0.441  0.055
H: 3.585 0.423 0.050  0.008
H: 2.671 -1.188 0.316  0.073
H: 3.084 -0.747 -1.260  -0.006
H: 1.571 1.551 -0.095  0.037
H: 1.159 0.718 -1.554  0.018
H: 0.290 -0.016 1.436  -0.029
H: 2.641 -1.963 0.779  0.474
H: -0.905 1.971 -0.518  0.003
H: -1.339 1.693 1.103  0.006
H: -3.110 0.824 -0.589  0.007
H: -1.803 -0.034 -1.439  0.006
H: -2.597 -1.830 -0.089  -0.003
H: -2.920 -1.008 1.358  -0.004
H: -1.265 -1.025 0.626  -0.021

Output
Energy   -6441.8867 eV
HOMO energy (alpha / beta)   -1.70 / -0.72 eV
2S+1   2
Energy relative to the best compared isomer or geometry (same formula, charge and spin)   533.73 kJ/mol
Net charge   -1
HOMO-LUMO gap (alpha / beta)   6.121 / 4.653 eV

---

3.
DFT (wB97M-V/def2-TZVPD) results for a cluster of 2 separate species, C6H14BBrNO6S in total at a distorted geometry.

Each line ends with the Mulliken charge.
Element x y z (Å)
N: -3.707 0.916 1.927  -0.609
B: -3.023 0.164 0.793  0.519
O: -2.870 -1.325 0.933  -0.535
C: -2.469 0.829 -0.607  0.122
O: -2.806 2.290 -0.663  -0.380
S: -1.923 2.732 -2.094  1.005
O: -3.098 2.744 -3.145  -0.566
O: -1.060 4.013 -1.945  -0.537
O: -0.780 1.441 -2.270  -0.311
C: -0.862 0.840 -0.929  0.116
C: -0.004 -0.557 -0.923  -0.460
C: 1.348 -0.479 0.002  -0.479
C: 2.671 0.132 -0.748  -0.522
Br: 2.454 1.979 -1.487  -0.242
H: -3.669 1.952 1.803  0.253
H: -3.339 0.626 2.866  0.254
H: -3.097 -1.476 1.911  0.274
H: -3.180 0.413 -1.449  0.120
H: -0.245 1.574 -0.257  0.257
H: -0.686 -1.472 -0.572  0.260
H: 0.345 -0.833 -2.031  0.268
H: 1.148 0.139 1.001  0.213
H: 1.656 -1.568 0.382  0.273
H: 3.521 0.203 0.087  0.306
H: 3.122 -0.553 -1.593  0.349
C: 4.082 -2.919 1.796  -0.870
O: 3.099 -2.051 1.611  -0.746
H: 5.004 -2.773 1.209  0.227
H: 4.499 -3.001 2.814  0.217
H: 3.867 -3.979 1.578  0.225

Output
Energy   -101775.5283 eV
HOMO energy   -2.98 eV
Net charge   -1
HOMO-LUMO gap   5.061 eV